No. 1
The following is a quantum chemistry calculation of a molecular structure, C28H22Cl5IrPSe2 at a distorted geometry, from the OMol25 dataset.

Properties
E_LUMO: 2.5 eV
HOMO level: -0.1380 Ha
gap between HOMO and LUMO: 6.2309 eV
ΔE to the lowest compared entry with this formula, charge and spin: 59.1 kJ/mol

```
! RIJCOSX wB97M-V def2-TZVPD def2/J DEFGRID3
* xyz -1 1
Ir 0.92 -0.24 -0.31
Cl 3.68 0.33 -1.58
C 3.80 0.16 0.13
C 2.61 -0.15 0.82
C 2.73 -0.24 2.20
Cl 1.30 -0.61 3.12
C 3.94 -0.05 2.87
Cl 4.01 -0.17 4.59
C 5.09 0.24 2.15
Cl 6.60 0.46 2.97
C 5.03 0.34 0.76
Cl 6.45 0.71 -0.14
Se -1.99 0.05 0.00
P -1.40 2.09 -0.24
Se 0.73 2.38 -0.46
C -2.04 3.06 1.18
C -3.37 2.89 1.57
C -3.87 3.62 2.63
C -3.06 4.52 3.32
C -1.74 4.68 2.93
C -1.23 3.96 1.86
C -2.28 2.88 -1.64
C -1.67 3.90 -2.37
C -2.37 4.53 -3.40
C -3.67 4.15 -3.69
C -4.27 3.13 -2.97
C -3.58 2.50 -1.95
H -3.99 2.17 1.06
H -4.90 3.48 2.94
H -3.45 5.08 4.16
H -1.10 5.37 3.47
H -0.20 4.08 1.55
H -0.65 4.19 -2.14
H -1.88 5.31 -3.97
H -4.20 4.63 -4.50
H -5.28 2.83 -3.20
H -4.03 1.68 -1.40
C 0.76 -3.70 -2.83
C 1.17 -3.09 -1.48
C 2.70 -2.99 -1.46
C 0.51 -1.73 -1.34
C 0.73 -3.99 -0.31
C 0.12 -5.22 -0.51
C -0.23 -6.03 0.56
C 0.02 -5.62 1.86
C 0.63 -4.39 2.07
C 0.98 -3.59 1.00
H 1.02 -3.00 -3.63
H -0.32 -3.88 -2.88
H 1.28 -4.64 -3.03
H 3.05 -2.41 -2.31
H 3.15 -3.99 -1.49
H 3.04 -2.48 -0.55
H -0.47 -1.70 -1.82
H -0.09 -5.57 -1.51
H -0.71 -6.98 0.37
H -0.25 -6.25 2.70
H 0.83 -4.05 3.08
H 1.43 -2.62 1.18
*
```

***

No. 2
The following is a quantum chemistry calculation of a molecular structure, C28H22ClF5FeNO3SSi, from the OMol25 dataset.

Properties
E_LUMO (spin up / spin down): -0.3 / -1.2 eV
HOMO level (spin up / spin down): -0.2828 / -0.2887 Ha
gap between HOMO and LUMO (spin up / spin down): 7.3850 / 6.6927 eV
expectation value of S²: 8.7999
ΔE to the lowest compared entry with this formula, charge and spin: 90.6 kJ/mol

```
! RIJCOSX wB97M-V def2-TZVPD def2/J DEFGRID3
* xyz 0 6
Fe -0.17 0.08 0.40
Cl 2.13 5.44 5.39
C 1.96 4.32 4.06
C 2.41 4.74 2.79
C 2.27 3.86 1.70
C 1.75 2.62 1.85
O 1.57 1.78 0.81
C 1.31 2.07 3.20
C -0.16 1.68 3.02
O -0.50 0.63 2.53
C 1.43 3.10 4.29
H 2.82 5.73 2.66
H 2.58 4.17 0.71
H -0.91 2.42 3.34
H 1.11 2.82 5.28
F -3.53 0.24 -5.65
C -3.25 0.43 -4.36
C -1.93 0.42 -3.93
F -0.94 0.21 -4.80
C -1.66 0.60 -2.59
F -0.36 0.53 -2.21
C -2.64 0.79 -1.62
S -2.30 1.00 0.08
C -3.95 0.79 -2.10
F -4.96 0.95 -1.24
C -4.26 0.61 -3.43
F -5.53 0.60 -3.83
C 2.11 0.81 3.56
Si 2.66 0.77 -0.07
C 2.93 1.55 -1.73
C 4.26 0.68 0.86
N 1.63 -0.58 -0.06
C 1.83 -1.88 -0.46
C 3.07 -2.44 -0.79
C 3.19 -3.78 -1.14
C 2.07 -4.61 -1.16
C 0.83 -4.08 -0.83
C 0.73 -2.75 -0.50
O -0.49 -2.17 -0.13
C -1.61 -2.45 -0.92
C -1.51 -2.61 -2.29
C -2.67 -2.81 -3.03
C -3.91 -2.83 -2.40
C -3.99 -2.66 -1.03
C -2.83 -2.48 -0.28
H 1.77 0.41 4.52
H 1.99 0.04 2.80
H 3.17 1.07 3.66
H 3.53 2.46 -1.66
H 1.97 1.79 -2.19
H 3.45 0.85 -2.39
H 4.56 1.67 1.22
H 5.06 0.33 0.20
H 4.21 0.01 1.72
H 3.95 -1.81 -0.77
H 4.16 -4.18 -1.40
H 2.16 -5.65 -1.43
H -0.06 -4.70 -0.84
H -0.54 -2.58 -2.78
H -2.60 -2.93 -4.10
H -4.81 -2.97 -2.99
H -4.95 -2.67 -0.53
H -2.87 -2.33 0.79
*
```

***

No. 3
The following is a quantum chemistry calculation of a molecular structure, C28H23AuBrN4OS at a distorted geometry, from the OMol25 dataset.

Properties
E_LUMO (spin up / spin down): -2.8 / -4.9 eV
HOMO level (spin up / spin down): -0.3815 / -0.3854 Ha
gap between HOMO and LUMO (spin up / spin down): 7.5364 / 5.5629 eV
expectation value of S²: 2.0509
ΔE to the lowest compared entry with this formula, charge and spin: 74.5 kJ/mol

```
! RIJCOSX wB97M-V def2-TZVPD def2/J DEFGRID3
* xyz 1 3
Au -0.52 0.78 0.36
Br 4.44 3.23 4.20
C 3.88 3.05 2.42
C 4.37 2.05 1.57
C 3.61 1.61 0.54
C 2.28 2.06 0.25
O 1.61 1.70 -0.73
C 1.84 3.22 1.14
C 0.53 3.75 0.93
N -0.45 3.00 0.74
C -1.57 3.77 0.16
C -2.06 4.85 0.82
C -3.02 5.57 0.19
C -3.60 5.21 -0.92
C -3.09 4.03 -1.60
C -3.66 3.45 -2.73
C -3.28 2.23 -3.21
C -2.21 1.56 -2.50
N -1.62 2.06 -1.44
C -2.14 3.26 -0.95
C 2.70 3.77 2.00
H 5.30 1.58 1.92
H 3.96 0.82 -0.14
H 0.39 4.81 0.89
H -1.76 5.06 1.81
H -3.41 6.53 0.63
H -4.38 5.67 -1.47
H -4.43 4.00 -3.26
H -3.69 1.76 -4.06
H -1.89 0.59 -2.81
H 2.39 4.62 2.67
S 0.47 -0.02 2.59
C 0.67 -1.76 2.66
N 0.77 -2.48 1.53
C 1.02 -3.88 1.39
C 1.81 -4.28 2.63
C 1.18 -3.80 3.91
N 0.93 -2.34 3.87
H 0.46 -1.93 0.71
H 1.68 -4.04 0.54
H 0.09 -4.52 1.31
H 2.79 -3.84 2.57
H 1.93 -5.38 2.64
H 1.84 -4.08 4.80
H 0.23 -4.32 4.06
H 1.02 -1.66 4.61
C -0.93 -1.00 -0.66
C -0.96 -1.90 -1.47
C -0.75 -3.10 -2.25
C 0.03 -3.02 -3.44
C 0.29 -4.13 -4.17
C -0.31 -5.33 -3.81
C -1.14 -5.41 -2.75
C -1.37 -4.30 -1.95
H 0.49 -2.09 -3.64
H 1.01 -4.11 -4.98
H -0.17 -6.21 -4.48
H -1.54 -6.37 -2.50
H -2.10 -4.33 -1.12
*
```

***

No. 4
The following is a quantum chemistry calculation of 2 unconnected molecules or ions with the total composition C28H23N4O7P at a distorted geometry, from the OMol25 dataset.

Properties
E_LUMO: -2.1 eV
HOMO level: -0.2937 Ha
gap between HOMO and LUMO: 5.8608 eV
ΔE to the lowest compared entry with this formula, charge and spin: 28.3 kJ/mol

```
! RIJCOSX wB97M-V def2-TZVPD def2/J DEFGRID3
* xyz 0 1
N -0.79 -3.46 3.57
C -0.64 -3.50 2.41
C -0.48 -3.65 0.99
C -1.31 -2.94 0.07
C -1.28 -3.37 -1.27
N -2.10 -3.02 -2.35
O -3.11 -2.35 -2.46
O -1.57 -3.72 -3.46
N -0.49 -4.50 -3.11
C -0.33 -4.27 -1.77
C 0.64 -4.84 -0.87
N 1.80 -5.52 -1.35
O 1.97 -5.72 -2.57
O 2.64 -5.89 -0.49
C 0.49 -4.57 0.51
H -2.08 -2.23 0.38
H 1.14 -5.07 1.22
C 5.39 -0.34 3.27
O 4.22 0.47 3.48
C 3.10 0.20 2.75
C 2.01 1.08 2.93
C 0.89 0.94 2.13
C 0.80 -0.07 1.16
P -0.60 -0.21 -0.01
C -1.70 1.12 0.62
C -1.69 2.43 0.12
C -2.47 3.42 0.70
C -3.29 3.10 1.81
O -3.94 4.14 2.39
C -4.74 3.88 3.56
C -3.36 1.77 2.28
C -2.56 0.80 1.69
C 0.12 0.63 -1.48
C -0.63 0.62 -2.68
C -0.22 1.36 -3.78
C 0.96 2.14 -3.70
O 1.39 2.98 -4.68
C 0.58 3.13 -5.86
C 1.75 2.09 -2.53
C 1.32 1.36 -1.44
C 1.88 -0.97 1.03
C 3.01 -0.86 1.82
H 6.12 0.06 3.97
H 5.19 -1.40 3.49
H 5.76 -0.24 2.24
H 2.08 1.86 3.68
H 0.06 1.64 2.27
H -1.06 2.69 -0.73
H -2.47 4.44 0.31
H -5.17 4.85 3.81
H -5.54 3.16 3.36
H -4.12 3.52 4.40
H -4.03 1.51 3.10
H -2.59 -0.23 2.06
H -1.54 0.03 -2.73
H -0.81 1.35 -4.70
H 1.16 3.81 -6.48
H 0.44 2.17 -6.38
H -0.40 3.57 -5.63
H 2.69 2.64 -2.50
H 1.93 1.36 -0.53
H 1.83 -1.77 0.29
H 3.82 -1.59 1.73
*
```